The following is a quantum chemistry calculation of 2 unconnected molecules or ions with the total composition C3H11NOS2 in a non-equilibrium geometry, from the OMol25 dataset.

Calculated values
* gap between HOMO and LUMO: 8.907 eV
* SMILES: NCCCSS.O
* relative energy (zero: lowest compared OMol25 entry of this formula, charge and spin): 47.7 kcal per mole
* max |F|: 4.33 eV/Å
* HOMO energy: -8.83 eV
* LUMO: 0.077 eV

Last columns: bonded neighbours and bond lengths (Å).
Atoms and positions in Å:
1 S -1.465 -1.487 1.239  S2 2.166, C5 1.852
2 S -2.952 -0.998 -0.258  S1 2.166, H17 1.282
3 O 3.717 1.193 -3.572  H10 0.902, H12 0.973
4 N 1.779 2.650 0.620  C7 1.464, H8 1.005, H18 0.984
5 C 0.314 -1.053 0.967  S1 1.852, C6 1.637, H11 1.126, H13 1.082
6 C 0.471 0.465 0.373  C5 1.637, C7 1.535, H15 1.092, H16 1.118
7 C 1.789 1.187 0.685  N4 1.464, C6 1.535, H9 1.137, H14 1.272
8 H 1.466 3.053 -0.245  N4 1.005
9 H 2.191 0.847 1.693  C7 1.137
10 H 3.600 1.762 -2.881  O3 0.902
11 H 0.847 -1.635 0.163  C5 1.126
12 H 3.538 1.784 -4.324  O3 0.973
13 H 0.687 -0.914 1.974  C5 1.082
14 H 2.411 0.627 -0.273  C7 1.272
15 H -0.408 0.960 0.794  C6 1.092
16 H 0.262 0.427 -0.725  C6 1.118
17 H -2.939 -1.831 -1.232  S2 1.282
18 H 1.379 3.005 1.446  N4 0.984